Record 1
{"formula": "C23H37NP4ReS", "method": "the ωB97M-V functional and the def2-TZVPD basis", "charge": 4, "multiplicity": 2, "gap_ev": [4.6, 4.0], "lumo_energy_ev": [-15.5, -15.8], "max_force_ev_per_a": 2.86, "homo_energy_ha": [-0.7406, -0.7280], "species": ["Re", "C", "P", "C", "C", "C", "C", "C", "C", "C", "P", "C", "C", "H", "H", "H", "H", "H", "H", "H", "H", "H", "H", "H", "H", "H", "H", "H", "H", "C", "P", "C", "C", "C", "P", "C", "C", "H", "H", "H", "H", "H", "H", "H", "H", "H", "H", "H", "H", "H", "H", "H", "H", "S", "C", "N", "C", "C", "C", "C", "C", "C", "H", "H", "H", "H", "H"], "coordinates": [[0.84898, -0.14069, 0.24552], [-0.80677, -3.06111, -0.85073], [-1.09326, -1.72751, 0.35918], [-1.65492, -2.63194, 1.82926], [-2.58136, -0.74221, -0.02686], [-3.79309, -1.36573, -0.31739], [-4.92985, -0.60661, -0.54837], [-4.87291, 0.77832, -0.48994], [-3.67383, 1.41107, -0.18885], [-2.52863, 0.65617, 0.03731], [-0.97377, 1.50625, 0.46376], [-0.72324, 2.86637, -0.70641], [-1.20754, 2.24972, 2.10017], [-1.76179, -3.49539, -1.14898], [-0.22408, -3.84237, -0.35737], [-0.27452, -2.72722, -1.73968], [-2.44823, -3.30443, 1.49149], [-2.07416, -1.95366, 2.56838], [-0.87791, -3.25005, 2.27363], [-3.85512, -2.44452, -0.36259], [-5.86630, -1.09920, -0.77227], [-5.75744, 1.37036, -0.67998], [-3.64436, 2.48962, -0.13557], [-1.54960, 3.57378, -0.61589], [-0.68684, 2.49830, -1.73022], [0.19818, 3.39668, -0.46999], [-1.93709, 3.05920, 2.00202], [-0.28089, 2.67098, 2.48755], [-1.60473, 1.52204, 2.80556], [4.52308, 0.97770, -0.41710], [3.03032, 1.21588, 0.60857], [2.83713, 3.02639, 0.67576], [3.68222, 0.77145, 2.27352], [2.56983, 0.50105, 3.26997], [1.38679, -0.73835, 2.61748], [2.32878, -2.29501, 2.56068], [0.22946, -0.91889, 4.00417], [5.36670, 1.37819, 0.15015], [4.47849, 1.52874, -1.35597], [4.71952, -0.07729, -0.61541], [3.78504, 3.44561, 1.01863], [2.05138, 3.31859, 1.36925], [2.62571, 3.43641, -0.30994], [4.31660, 1.59367, 2.62119], [4.32481, -0.10803, 2.16799], [2.02326, 1.41343, 3.51853], [2.98120, 0.09690, 4.20104], [2.78751, -2.44442, 3.54161], [3.11697, -2.26998, 1.80776], [1.68040, -3.14735, 2.35922], [0.81333, -0.79676, 4.91892], [-0.22450, -1.90438, 4.03576], [-0.54321, -0.15598, 3.99437], [2.11113, 0.44882, -4.28899], [1.89566, 0.43197, -2.59542], [0.73705, 0.03911, -2.11471], [-0.11325, -0.27899, -3.16547], [-1.44306, -0.70685, -3.11525], [-2.10993, -1.03354, -4.29267], [-1.49925, -0.90836, -5.53256], [-0.19192, -0.43685, -5.62004], [0.48205, -0.12431, -4.43910], [2.69728, 0.75118, -1.95769], [-1.95247, -0.78648, -2.16968], [-3.12623, -1.39176, -4.23529], [-2.03378, -1.17991, -6.43150], [0.29096, -0.32780, -6.58052]], "forces_ev_per_angstrom": [[-0.9, 0.8, -2.6], [0.2, 0.2, 0.1], [-0.6, -0.1, 0.4], [0.2, 0.0, 0.0], [0.2, 0.2, 0.1], [0.3, -0.1, 0.1], [-0.1, 0.0, 0.0], [0.1, 0.1, 0.0], [0.0, 0.0, 0.0], [0.5, 0.0, 0.1], [-0.1, -0.7, -0.2], [0.2, -0.1, 0.0], [0.2, -0.1, 0.0], [-0.1, 0.0, 0.0], [0.0, 0.0, 0.0], [0.0, 0.0, 0.0], [0.0, 0.0, 0.0], [0.0, 0.0, 0.0], [0.1, 0.0, 0.0], [-0.1, -0.1, 0.0], [0.0, 0.0, 0.0], [0.0, 0.0, 0.0], [-0.1, 0.1, 0.0], [-0.1, 0.0, 0.1], [0.0, -0.1, 0.0], [0.0, 0.0, 0.0], [0.0, 0.0, -0.1], [0.0, 0.1, 0.0], [0.0, 0.0, 0.0], [-0.2, -0.3, -0.3], [0.5, 0.5, 1.2], [-0.1, -0.2, -0.1], [-0.1, -0.1, -0.1], [0.1, 0.1, -0.3], [0.4, -0.1, 0.6], [-0.1, 0.0, -0.2], [-0.2, 0.0, -0.2], [-0.1, 0.0, 0.1], [0.0, 0.0, 0.0], [0.0, 0.0, 0.0], [0.0, 0.0, 0.0], [0.0, 0.0, 0.1], [0.0, 0.0, -0.1], [0.0, -0.1, -0.1], [0.0, 0.1, -0.1], [-0.1, 0.0, 0.1], [-0.1, 0.0, 0.0], [0.0, 0.1, 0.0], [0.0, 0.0, 0.0], [0.0, 0.0, 0.0], [0.1, 0.0, 0.0], [0.0, 0.0, -0.1], [-0.1, 0.1, 0.0], [-0.4, 0.0, 1.3], [1.6, 0.4, -1.4], [-0.6, -0.5, 2.5], [-0.7, -0.1, -1.0], [0.0, -0.1, 0.0], [0.1, 0.1, 0.4], [0.3, 0.0, 0.0], [0.2, 0.1, 0.2], [-0.3, -0.2, -0.1], [0.2, -0.1, 0.0], [-0.1, 0.0, -0.1], [-0.1, 0.0, 0.0], [0.0, 0.0, -0.1], [0.0, 0.0, -0.1]], "mulliken_spin": [0.855, 0.018, -0.045, 0.001, 0.011, 0.001, 0.001, 0.001, -0.004, -0.014, -0.015, 0.004, 0.002, 0.001, 0.001, -0.001, -0.001, 0.002, -0.001, 0.000, 0.000, 0.000, 0.000, -0.002, 0.000, 0.002, 0.000, 0.001, -0.003, -0.004, 0.040, 0.002, 0.000, -0.003, -0.038, 0.001, 0.007, 0.002, 0.000, 0.001, 0.000, 0.001, 0.000, 0.000, 0.000, 0.000, -0.001, 0.000, -0.001, 0.001, -0.001, 0.000, -0.001, 0.050, -0.026, 0.043, 0.030, 0.051, -0.016, 0.027, 0.042, -0.015, -0.013, 0.007, -0.001, 0.000, 0.000]}


Record 2
{"formula": "C23H38AlClN3O4PS2", "method": "the ωB97M-V functional and the def2-TZVPD basis", "charge": -1, "multiplicity": 2, "gap_ev": [5.1, 6.0], "relative_energy_ev": 0.000, "lumo_energy_ev": [2.0, 2.0], "max_force_ev_per_a": 1.08, "homo_energy_ha": [-0.1160, -0.1494], "species": ["Al", "C", "C", "O", "P", "S", "S", "O", "C", "C", "H", "H", "H", "H", "H", "H", "H", "H", "H", "H", "C", "C", "C", "C", "C", "O", "C", "C", "C", "C", "C", "C", "Cl", "C", "C", "C", "N", "C", "N", "C", "N", "H", "H", "H", "H", "H", "H", "H", "H", "H", "H", "H", "H", "H", "H", "H", "H", "H", "H", "H", "H", "H", "H", "C", "O", "C", "C", "H", "H", "H", "H", "H", "H"], "coordinates": [[-2.76881, 0.07916, -1.49794], [-4.85742, 0.71506, -4.99714], [-4.57336, 1.71548, -3.89177], [-3.28129, 2.30432, -4.02321], [-1.98147, 1.72366, -3.22345], [-0.75979, 3.26744, -2.99760], [-2.99159, -1.89918, -2.15078], [-1.41954, 0.76889, -4.44782], [-0.27808, -0.05528, -4.21684], [0.99989, 0.53642, -4.79812], [-5.90905, 0.42437, -4.95893], [-4.23581, -0.17219, -4.86849], [-4.64068, 1.16175, -5.96904], [-4.67422, 1.22807, -2.91596], [-5.29155, 2.53932, -3.91375], [-0.49727, -1.01468, -4.68832], [-0.15078, -0.24774, -3.14533], [0.91185, 0.62606, -5.88241], [1.85204, -0.10510, -4.55867], [1.16734, 1.52752, -4.38288], [0.76360, -2.17692, 4.85672], [0.47595, -1.72514, 3.41432], [-0.36914, -2.82808, 2.75978], [-0.33973, -0.42801, 3.47978], [1.83131, -1.54524, 2.64106], [2.64782, -2.69990, 2.85822], [2.57110, -0.26691, 3.11140], [4.09070, -0.22014, 2.82227], [4.49728, 0.28370, 1.45572], [4.15869, 1.56432, 1.02995], [4.52448, 2.02678, -0.22329], [5.25435, 1.20048, -1.06205], [5.72288, 1.76684, -2.63334], [5.61790, -0.07397, -0.66198], [5.23742, -0.52066, 0.59545], [1.66854, -1.59811, 1.10166], [0.73649, -0.66520, 0.50922], [-0.38667, -0.94570, -0.15530], [-0.95447, 0.18144, -0.54474], [-0.11874, 1.15451, -0.09184], [0.91870, 0.67674, 0.54506], [-0.16552, -2.15081, 5.42742], [1.47880, -1.52562, 5.36563], [1.13289, -3.20389, 4.88121], [-1.16652, -3.13575, 3.43822], [0.24957, -3.70179, 2.54704], [-0.83825, -2.48529, 1.83825], [-1.31764, -0.63988, 3.91682], [-0.51084, 0.00963, 2.49749], [0.14778, 0.32176, 4.10498], [2.89212, -2.71996, 3.78871], [2.44848, -0.18938, 4.19483], [2.08929, 0.59618, 2.66014], [4.51866, -1.21182, 2.96803], [4.53987, 0.43871, 3.57023], [3.57713, 2.20836, 1.67786], [4.23063, 3.01345, -0.55478], [6.18709, -0.70891, -1.32719], [5.51195, -1.52288, 0.90597], [1.33668, -2.59676, 0.82786], [2.65225, -1.44009, 0.66639], [-0.77272, -1.92849, -0.38899], [-0.27150, 2.20520, -0.27814], [-5.18331, -0.35330, 0.67576], [-4.75700, 0.99538, 0.62145], [-3.71482, 1.31295, -0.23418], [-3.43408, 2.77778, -0.08184], [-6.26189, -0.39003, 0.50325], [-4.97566, -0.76255, 1.67023], [-4.68323, -0.97368, -0.07188], [-4.35424, 3.36050, -0.21658], [-2.69455, 3.12378, -0.80351], [-3.06027, 2.99302, 0.92966]], "forces_ev_per_angstrom": [[0.2, 1.0, 0.4], [0.2, 0.1, 0.1], [0.0, -0.2, -0.1], [0.0, 0.1, 0.2], [-0.1, -0.1, -0.8], [0.0, -0.2, 0.3], [-0.1, -0.1, 0.1], [0.1, 0.1, 0.1], [0.1, -0.1, 0.0], [-0.3, 0.1, 0.0], [0.0, -0.1, 0.0], [0.0, 0.0, 0.0], [0.0, 0.0, 0.0], [0.0, 0.0, 0.0], [0.1, 0.0, 0.0], [0.0, 0.0, 0.1], [0.0, 0.0, 0.0], [0.0, 0.0, 0.0], [0.0, 0.0, 0.0], [0.1, 0.1, 0.0], [0.0, 0.0, -0.1], [0.0, -0.1, 0.0], [0.1, 0.1, 0.0], [0.0, 0.0, -0.1], [-0.2, 0.3, 0.0], [0.0, -0.1, -0.1], [0.2, -0.3, -0.1], [-0.2, 0.1, -0.1], [0.0, -0.1, 0.0], [-0.1, 0.0, 0.0], [0.0, 0.0, 0.0], [0.0, -0.1, 0.1], [0.0, 0.0, -0.1], [0.0, 0.0, 0.0], [0.0, 0.0, 0.0], [0.2, 0.0, 0.3], [-0.3, 0.0, -0.2], [0.2, 0.0, 0.0], [0.2, -0.3, 0.1], [0.0, 0.0, 0.0], [0.3, 0.1, 0.2], [0.0, 0.0, 0.0], [0.0, 0.0, 0.0], [0.0, 0.0, 0.0], [0.0, 0.0, 0.0], [-0.1, 0.0, 0.0], [0.0, -0.1, 0.0], [0.0, 0.0, 0.0], [0.0, 0.0, 0.1], [0.0, 0.0, 0.0], [0.0, 0.0, 0.0], [0.0, 0.0, -0.1], [-0.1, 0.1, 0.0], [0.1, 0.0, 0.1], [0.0, 0.0, 0.0], [0.0, 0.0, 0.0], [0.0, 0.0, 0.0], [0.0, 0.0, 0.0], [0.0, 0.0, 0.0], [0.0, 0.0, 0.0], [0.0, 0.0, -0.1], [-0.1, 0.0, 0.0], [-0.1, 0.0, 0.0], [0.1, 0.0, 0.0], [0.0, 0.1, 0.0], [-0.2, -0.4, -0.2], [0.0, -0.3, 0.0], [0.0, 0.0, 0.0], [0.0, 0.0, 0.0], [0.0, 0.0, 0.0], [0.0, 0.1, 0.0], [0.0, 0.1, 0.0], [0.0, 0.1, 0.0]], "mulliken_spin": [0.108, 0.003, -0.025, 0.000, 0.016, 0.003, 0.003, -0.003, 0.004, 0.000, -0.001, 0.000, 0.000, 0.008, -0.005, 0.001, -0.002, 0.000, 0.000, 0.000, 0.000, 0.002, 0.002, -0.007, 0.001, 0.000, 0.000, 0.000, 0.000, 0.000, 0.000, 0.000, 0.000, 0.000, 0.000, -0.001, -0.007, 0.046, -0.116, 0.025, 0.005, 0.000, 0.000, 0.000, 0.000, 0.000, -0.001, -0.001, 0.013, 0.000, 0.000, 0.000, 0.000, 0.000, 0.000, 0.000, 0.000, 0.000, 0.000, 0.001, 0.000, 0.000, -0.003, 0.029, 0.087, 0.779, -0.004, 0.000, -0.003, -0.018, 0.027, -0.006, 0.038]}


What is the formula in the second record?
C23H38AlClN3O4PS2